Record 1
{"formula": "C62H98O30Tl", "method": "wB97M-V/def2-TZVPD", "elements": ["Tl", "C", "C", "C", "O", "H", "H", "H", "H", "H", "H", "H", "C", "C", "C", "O", "H", "H", "H", "H", "H", "H", "H", "O", "C", "O", "C", "C", "C", "H", "H", "H", "H", "H", "H", "O", "C", "O", "C", "C", "C", "H", "H", "H", "H", "H", "H", "O", "C", "O", "C", "C", "C", "H", "H", "H", "H", "H", "H", "O", "C", "O", "C", "C", "C", "H", "H", "H", "H", "H", "H", "O", "C", "O", "C", "C", "C", "H", "H", "H", "H", "H", "H", "O", "C", "O", "C", "C", "C", "H", "H", "H", "H", "H", "H", "O", "C", "O", "C", "C", "C", "H", "H", "H", "H", "H", "H", "O", "C", "O", "C", "C", "C", "H", "H", "H", "H", "H", "H", "O", "C", "O", "C", "C", "C", "H", "H", "H", "H", "H", "H", "O", "C", "O", "C", "C", "C", "H", "H", "H", "H", "H", "H", "O", "C", "O", "C", "C", "C", "H", "H", "H", "H", "H", "H", "O", "C", "O", "C", "C", "C", "H", "H", "H", "H", "H", "H", "O", "C", "O", "C", "C", "C", "H", "H", "H", "H", "H", "H", "O", "C", "O", "C", "C", "C", "H", "H", "H", "H", "H", "H"], "coordinates": [[6.1970, -22.1678, -32.5545], [5.4989, -19.4416, -36.5447], [4.6032, -20.6763, -36.2966], [4.6934, -21.5599, -37.6095], [4.8134, -21.4692, -35.1350], [6.5515, -19.7227, -36.5785], [5.4728, -18.7071, -35.7397], [5.2465, -18.9166, -37.4660], [3.6144, -20.2180, -36.3128], [4.0022, -22.4018, -37.5720], [5.6968, -21.9653, -37.7396], [4.4774, -21.0591, -38.5533], [1.6442, -20.8269, -31.1195], [2.5461, -21.5018, -30.0891], [1.8094, -22.5427, -29.2141], [3.7131, -22.0091, -30.7081], [0.8232, -20.2481, -30.6965], [1.1299, -21.4996, -31.8059], [2.1753, -20.1063, -31.7415], [2.8277, -20.7713, -29.3308], [2.5008, -22.9685, -28.4869], [1.4109, -23.3184, -29.8680], [1.0505, -21.9730, -28.6779], [3.2360, -15.1679, -44.0624], [3.9511, -15.3259, -43.0626], [3.4510, -15.9458, -41.9959], [4.3995, -15.9053, -40.9368], [5.7448, -15.6265, -41.5948], [5.4164, -14.9405, -42.8774], [4.3352, -16.7550, -40.2571], [4.0442, -15.0654, -40.3398], [6.1377, -16.6288, -41.7656], [6.5564, -15.1819, -41.0187], [5.9798, -15.3859, -43.6974], [5.4830, -13.8535, -42.9221], [5.6286, -25.8811, -39.7309], [5.2905, -25.6918, -38.5563], [6.1249, -25.8273, -37.5737], [5.6378, -25.1769, -36.3859], [4.1665, -25.3470, -36.5746], [3.9226, -25.2839, -38.0701], [5.9134, -24.1236, -36.4384], [5.9925, -25.6718, -35.4818], [3.5122, -24.5625, -36.1944], [3.7564, -26.2711, -36.1674], [3.6237, -24.2861, -38.3915], [3.1546, -25.9897, -38.3866], [11.5274, -18.8622, -40.7822], [10.4520, -18.7218, -40.2043], [10.4171, -18.3633, -38.9650], [9.0985, -18.2035, -38.4344], [8.2004, -18.8704, -39.4890], [9.0784, -18.8923, -40.7921], [8.8221, -17.1517, -38.3609], [8.9937, -18.7649, -37.5060], [7.2578, -18.3338, -39.5968], [7.8669, -19.8675, -39.2014], [8.9215, -18.1398, -41.5649], [8.9818, -19.8311, -41.3375], [-0.3791, -25.5081, -39.4715], [0.2580, -25.3995, -40.4466], [1.6041, -25.4546, -40.3542], [2.2324, -25.6238, -41.6266], [1.1285, -25.4127, -42.6528], [-0.1896, -25.3675, -41.8532], [2.4682, -26.6676, -41.8340], [3.1615, -25.0753, -41.7814], [1.0605, -26.1308, -43.4700], [1.3185, -24.4229, -43.0678], [-0.7874, -26.2418, -42.1107], [-0.7861, -24.4761, -42.0475], [0.3814, -15.2847, -34.2338], [0.9764, -16.2677, -34.5780], [1.9706, -16.7632, -33.9097], [2.4663, -17.9507, -34.4571], [1.3432, -18.4088, -35.4189], [0.6471, -17.1621, -35.7960], [2.8345, -18.6923, -33.7482], [3.3323, -17.6465, -35.0449], [0.6897, -19.1197, -34.9132], [1.7603, -19.0325, -36.2095], [-0.4309, -17.2786, -35.9078], [1.0796, -16.7146, -36.6909], [1.0122, -21.7046, -41.7832], [1.3275, -20.6215, -41.2922], [2.0682, -20.4640, -40.1330], [2.0894, -19.1268, -39.6676], [0.9167, -18.4704, -40.4239], [0.8588, -19.2757, -41.7055], [3.0613, -18.7014, -39.9178], [2.0014, -19.0608, -38.5832], [1.1173, -17.4107, -40.5812], [0.0311, -18.4131, -39.7910], [1.5967, -18.9444, -42.4361], [-0.1295, -19.3929, -42.1500], [5.2636, -19.4834, -32.1881], [5.1564, -18.2758, -31.8589], [5.2753, -17.3079, -32.7183], [5.0667, -16.0682, -32.1539], [4.1946, -16.4229, -30.9517], [4.8654, -17.7160, -30.4943], [4.4905, -15.4807, -32.8686], [6.0466, -15.6110, -32.0163], [3.1714, -16.6111, -31.2768], [4.1988, -15.6201, -30.2145], [4.2069, -18.2892, -29.8417], [5.8201, -17.5791, -29.9865], [5.6891, -19.3748, -41.4254], [5.5060, -20.5983, -41.6085], [4.3382, -21.0766, -42.0944], [4.3110, -22.4544, -42.0155], [5.7539, -22.8755, -42.0723], [6.4942, -21.7440, -41.3848], [3.7566, -22.9293, -42.8249], [3.9257, -22.7791, -41.0490], [6.1619, -22.9606, -43.0794], [5.8226, -23.8424, -41.5737], [7.4505, -21.5025, -41.8488], [6.6897, -21.9546, -40.3333], [7.5919, -19.8809, -33.7039], [8.0733, -18.7209, -33.9524], [8.0799, -18.1752, -35.1682], [8.6128, -16.8239, -35.1270], [8.7748, -16.4931, -33.6643], [8.8221, -17.8158, -32.9452], [7.9474, -16.0771, -35.5603], [9.5239, -16.7097, -35.7142], [7.9279, -15.8697, -33.3775], [9.6779, -15.8830, -33.6487], [8.3232, -17.8646, -31.9773], [9.7840, -18.3231, -32.8712], [4.3912, -24.5909, -32.9750], [3.5272, -25.1442, -32.2636], [3.8048, -25.7881, -31.1021], [2.6866, -25.9506, -30.2683], [1.4811, -25.7962, -31.2643], [1.9699, -24.9650, -32.3770], [2.7374, -25.2761, -29.4136], [2.5829, -26.9554, -29.8587], [0.5848, -25.3594, -30.8240], [1.1349, -26.7311, -31.7050], [1.6755, -23.9352, -32.1746], [1.5088, -25.2745, -33.3149], [-0.9406, -25.1243, -35.2543], [-0.2075, -24.1354, -35.5587], [0.2316, -23.2012, -34.6934], [1.2327, -22.3415, -35.3367], [0.9103, -22.4598, -36.7682], [0.2599, -23.7795, -36.9382], [2.2567, -22.6092, -35.0763], [1.1050, -21.2948, -35.0607], [1.8475, -22.4227, -37.3236], [0.2711, -21.6544, -37.1301], [0.9860, -24.4752, -37.3589], [-0.5894, -23.7881, -37.6214], [7.1936, -25.0184, -32.8398], [7.5471, -26.1377, -32.4076], [7.8879, -27.0994, -33.2252], [8.3720, -28.2796, -32.5693], [7.9973, -28.0642, -31.0891], [7.5063, -26.6096, -30.9738], [9.3963, -28.6255, -32.7080], [7.8382, -29.1357, -32.9818], [8.9245, -28.2388, -30.5433], [7.1562, -28.6920, -30.7949], [8.1382, -25.9625, -30.3655], [6.4847, -26.5776, -30.5951], [3.4209, -16.4362, -37.8993], [4.0941, -15.6863, -37.2401], [3.5333, -14.7613, -36.4517], [4.4557, -13.8914, -35.9501], [5.7043, -14.7831, -35.8335], [5.5804, -15.6815, -37.0931], [4.1740, -13.3748, -35.0326], [4.4630, -13.0108, -36.5925], [5.5544, -15.3048, -34.8883], [6.5313, -14.0747, -35.8823], [5.9534, -16.7055, -37.0794], [5.9723, -15.1106, -37.9349], [8.0318, -23.0561, -34.7869], [8.4456, -23.0006, -35.9341], [8.6939, -24.1357, -36.6359], [9.1475, -23.8270, -37.9487], [9.0055, -22.3232, -38.1211], [8.5750, -21.7819, -36.7877], [8.5551, -24.4061, -38.6571], [10.1972, -24.1008, -38.0541], [8.1208, -22.2714, -38.7556], [9.8352, -21.8354, -38.6326], [7.5683, -21.3653, -36.7555], [9.3242, -21.1281, -36.3412]], "de_lowest_kj_mol": 0.0, "total_charge": 1, "e_tot_ha": -4850.5176, "homo_lumo_gap_ev": 2.88}

Record 2
{"formula": "C4H10N2", "method": "wB97M-V/def2-TZVPD", "elements": ["C", "C", "N", "H", "H", "H", "H", "H", "C", "C", "N", "H", "H", "H", "H", "H"], "coordinates": [[-1.1075, 0.6707, -1.2164], [-2.3827, 0.6951, -1.5922], [-3.4360, 0.0469, -0.9869], [-0.6630, 0.2015, -0.3455], [-0.3826, 1.3687, -1.6187], [-2.6439, 1.2489, -2.4855], [-3.2573, -0.5016, -0.1624], [-4.1760, -0.3395, -1.5463], [2.5148, -1.5686, 1.0371], [2.1291, 0.7117, 1.0604], [2.4497, -0.2813, 1.7772], [1.5701, -1.6776, 0.4884], [3.3978, -1.4892, 0.4227], [2.4698, -2.4001, 1.7363], [2.6562, 1.6434, 1.2565], [1.6605, 0.5360, 0.0847]], "de_lowest_kj_mol": 256.8, "e_tot_ha": -267.8275, "smiles": "C=CN.C=NC", "homo_lumo_gap_ev": 9.39}

Record 3
{"formula": "C3H6S3", "method": "wB97M-V/def2-TZVPD", "elements": ["C", "C", "C", "H", "H", "H", "H", "H", "H", "S", "S", "S"], "coordinates": [[1.7351, 0.0357, -0.8777], [-0.1194, 0.3199, 1.0152], [-2.2409, -0.3690, 0.0779], [1.1004, 0.3306, -1.9090], [2.9480, -0.3977, -1.1626], [2.1300, 1.0687, -0.2247], [0.9213, 1.0359, 1.1077], [-0.5917, 0.1391, 1.8949], [-1.5976, -1.5185, 0.0127], [0.7793, -1.1623, 0.2563], [-1.2364, 1.0959, 0.0057], [-3.8282, -0.5783, -0.1963]], "de_lowest_kj_mol": 404.3, "e_tot_ha": -1312.3061, "smiles": "CSCSC=S", "homo_lumo_gap_ev": 7.95}

Record 4
{"formula": "C20H16F8N2OPdS4", "method": "wB97M-V/def2-TZVPD", "elements": ["Pd", "O", "C", "S", "C", "C", "S", "S", "S", "F", "C", "F", "C", "F", "F", "F", "F", "C", "F", "F", "C", "C", "C", "N", "C", "C", "H", "H", "H", "H", "C", "N", "C", "C", "C", "C", "C", "C", "C", "C", "H", "H", "H", "H", "H", "H", "H", "H", "H", "H", "H", "H"], "coordinates": [[0.4709, -0.0689, -0.1233], [1.4398, 6.9228, 1.3389], [1.3845, 5.7377, 1.1011], [2.7650, 4.6535, 1.1158], [1.9115, 3.1178, 0.8995], [0.5173, 3.2399, 0.7124], [-0.6177, 2.0238, 0.4915], [-0.1168, 4.8812, 0.7562], [2.7874, 1.7156, 0.9712], [2.5068, -2.0607, -0.5189], [1.1156, -1.9352, -0.6232], [0.6307, -2.8965, 0.2509], [0.8238, -2.6093, -1.9887], [1.3654, -1.9745, -3.0313], [1.3095, -3.8733, -2.0315], [-0.4945, -2.7107, -2.2073], [-0.9326, -3.4125, 6.0202], [-0.6012, -2.0597, 5.9018], [0.4679, -1.9408, 6.7334], [-1.6506, -1.4549, 6.5328], [-0.3604, -1.5693, 4.5672], [-1.4336, -1.1822, 3.7052], [-1.1710, -0.7801, 2.4320], [0.0787, -0.7169, 1.8799], [1.1070, -1.1153, 2.6981], [0.9445, -1.5328, 3.9829], [-2.4573, -1.1903, 4.0569], [-1.9809, -0.4669, 1.7837], [2.0948, -1.0768, 2.2561], [1.8144, -1.8234, 4.5573], [-1.7511, -0.5438, -3.8607], [-2.0077, 0.8832, -3.8261], [-1.7664, 1.4831, -5.1173], [-1.3284, 1.5298, -2.6917], [0.1891, 1.5619, -2.7388], [0.7855, 2.4572, -3.6328], [2.1548, 2.4865, -3.8382], [2.9463, 1.5826, -3.1414], [2.3646, 0.7316, -2.2127], [0.9863, 0.7164, -1.9392], [-2.3600, -1.0013, -4.6468], [-2.0216, -0.9911, -2.9054], [-0.6964, -0.7891, -4.0542], [-2.4509, 1.0408, -5.8480], [-0.7387, 1.3455, -5.4884], [-1.9655, 2.5571, -5.0725], [-1.6286, 0.9785, -1.8025], [-1.7316, 2.5436, -2.6072], [0.1575, 3.1660, -4.1645], [2.5942, 3.2038, -4.5228], [4.0215, 1.5695, -3.2877], [3.0106, 0.0630, -1.6563]], "de_lowest_kj_mol": 0.0, "total_charge": -2, "e_tot_ha": -3476.1183, "multiplicity": 3, "homo_lumo_gap_ev": [4.16, 6.29], "s2": 2.03}